(1)
{
  "formula": "C19H27N2O11",
  "method": "ωB97M-V/def2-TZVPD",
  "species": ["N", "H", "O", "C", "O", "C", "C", "H", "C", "C", "H", "H", "H", "C", "H", "C", "C", "O", "O", "H", "H", "H", "C", "C", "O", "C", "H", "H", "H", "O", "H", "H", "C", "O", "H", "H", "H", "O", "H", "O", "H", "H", "O", "C", "N", "H", "C", "C", "H", "H", "C", "C", "C", "H", "O", "H", "C", "H", "H"],
  "xyz": [[-3.4422, 0.2501, 2.5552], [3.0615, 1.0124, -5.3911], [1.9144, -1.3645, -5.6302], [-2.0201, -1.2581, 3.9455], [4.4670, 3.0598, -4.5845], [-3.0305, -0.9986, 2.8015], [-1.1484, 2.2549, 0.1711], [-5.0075, -3.6572, 5.5219], [0.7463, 0.7511, -0.0732], [-1.0747, -2.4477, 3.6840], [2.4298, -0.3397, -1.7560], [-3.6973, -3.6314, 4.3278], [2.9174, -1.6093, -3.8335], [1.3132, -0.2039, -3.5890], [1.2013, -0.5341, 1.3444], [-3.0996, 1.4568, 3.3063], [2.4495, -0.8102, -4.4205], [-3.5171, -1.9113, 2.1423], [0.1845, -2.9791, 1.7146], [5.2975, 2.4878, -2.7681], [-2.1735, -0.7638, 5.9992], [-0.0894, -1.0411, -2.4370], [3.5063, 0.2516, -4.7398], [0.8441, 1.0783, -1.4402], [4.5779, -0.4066, -5.4265], [1.9112, 0.4438, -2.3188], [-1.3715, -0.3842, 3.9709], [-1.6451, -3.3364, 3.4118], [-3.6890, 2.2994, 2.9444], [2.8656, 1.4500, -2.7013], [0.0004, 2.3114, -3.0127], [-4.0769, 0.3314, 1.7767], [-1.0625, 2.5861, -1.1799], [-1.9511, 3.4684, -1.7243], [0.8118, 0.5663, -4.1833], [-0.2965, 1.0880, 1.7699], [-3.3141, 1.3069, 4.3657], [1.6045, -0.1433, 0.5076], [-0.5246, -2.6698, 4.6004], [0.5279, -1.0126, 2.6352], [5.8893, 1.6051, -4.1819], [5.1075, 3.7801, -4.6991], [-3.9746, -1.9037, 6.9303], [-0.0483, -2.1261, 2.5909], [-2.6165, -1.3282, 5.2948], [-5.0309, -2.4647, 4.2037], [-3.6374, -2.0431, 5.7631], [3.9858, 0.9198, -3.4379], [-1.9102, 2.6953, 0.8032], [1.1178, -1.8751, -5.3829], [-0.0645, 2.0145, -1.9720], [-0.2407, 1.3455, 0.7185], [4.9967, 2.0399, -3.7204], [-2.0397, 1.6856, 3.1866], [0.3745, -1.2473, -3.2742], [4.4881, 0.1628, -2.8261], [-4.3952, -3.0175, 4.8906], [-2.5787, 3.7588, -1.0453], [4.1763, -0.9536, -6.1282]],
  "nbo_charge": [-0.610, 0.185, -0.747, -0.142, -0.731, 0.671, -0.268, 0.229, 0.392, -0.511, 0.210, 0.236, 0.173, 0.064, 0.518, -0.419, 0.064, -0.626, -0.718, 0.173, 0.403, 0.499, 0.055, -0.146, -0.733, 0.050, 0.237, 0.229, 0.206, -0.522, 0.211, 0.404, 0.235, -0.683, 0.167, 0.235, 0.203, -0.734, 0.217, -0.814, 0.176, 0.469, -0.663, 0.767, -0.607, 0.239, 0.676, 0.070, 0.188, 0.493, -0.202, -0.283, -0.069, 0.202, -0.747, 0.183, -0.711, 0.471, 0.485],
  "gap_ev": 7.579,
  "total_charge": -1,
  "lumo_ha": 0.0862,
  "relative_energy_kcal_mol": 0.00
}

(2)
{
  "formula": "C19H27N2O2",
  "method": "ωB97M-V/def2-TZVPD",
  "species": ["H", "C", "H", "C", "H", "H", "C", "H", "H", "C", "C", "H", "C", "C", "C", "O", "H", "H", "C", "H", "C", "H", "O", "H", "H", "N", "H", "H", "C", "C", "H", "H", "H", "H", "C", "C", "H", "C", "H", "C", "H", "H", "H", "H", "C", "C", "N", "H", "H", "C"],
  "xyz": [[3.9753, -0.9927, -0.4497], [-1.4498, -1.7562, 0.2130], [-1.6363, 4.5214, -2.0464], [-1.4532, 2.3954, -2.1768], [4.0070, 1.2103, -1.1346], [-0.1926, -2.3712, -2.1165], [-1.1563, -3.1397, 0.2446], [3.4968, 3.5990, -0.5098], [-0.5155, -3.5762, -0.5062], [-0.9267, -0.8640, -0.7607], [-1.0605, 3.7359, -1.5657], [1.8085, 0.2438, -0.7341], [-2.3319, -1.2490, 1.2081], [3.0599, -0.9659, 0.1440], [-1.2851, 0.4750, -0.7322], [2.1101, 3.1183, 0.8610], [-3.3622, 0.4877, 1.9376], [1.9346, -1.1371, -2.4290], [1.9802, -1.8550, -0.5055], [0.3888, 2.1057, 0.3635], [-2.8578, -2.1169, 2.1878], [-2.9490, -4.1066, 2.9392], [-0.7002, 1.2960, -1.6641], [-3.5245, -1.7071, 2.9315], [3.2928, -1.2842, 1.1593], [1.3915, -1.0550, -1.5746], [4.2326, 1.5088, 0.6090], [-1.2590, 3.7705, -0.4970], [-2.1762, 0.9598, 0.2435], [-1.6873, -3.9570, 1.2039], [-2.5230, 2.2089, -2.0459], [-0.0047, 3.9385, -1.7284], [-1.4519, -5.0104, 1.2008], [-2.4625, 1.9991, 0.2439], [1.1379, 2.1501, 1.1628], [1.7715, 0.7667, 1.3390], [2.4178, -2.7979, -0.8442], [-2.6800, 0.1152, 1.1888], [2.0675, 2.7512, -1.1699], [3.4997, 1.4543, -0.2008], [2.4715, 0.7870, 2.1789], [0.9939, 0.0255, 1.5251], [0.6608, 2.4644, 2.0913], [1.1991, -2.0819, 0.2224], [-2.5410, -3.4453, 2.1912], [-0.0236, -1.3171, -1.8782], [2.5133, 0.4055, 0.1150], [-1.2353, 2.4106, -3.2497], [-0.2602, -0.7237, -2.7642], [2.7778, 2.7991, -0.3302]],
  "nbo_charge": [0.221, 0.038, 0.235, -0.070, 0.226, 0.199, -0.243, 0.226, 0.205, -0.147, -0.635, 0.484, -0.113, -0.225, 0.384, -0.502, 0.226, 0.390, -0.256, 0.187, -0.152, 0.228, -0.550, 0.220, 0.235, -0.637, 0.224, 0.206, -0.309, -0.182, 0.188, 0.210, 0.224, 0.227, -0.088, -0.257, 0.223, -0.141, 0.176, -0.246, 0.222, 0.237, 0.223, 0.229, -0.214, -0.239, -0.433, 0.198, 0.236, -0.087],
  "gap_ev": 8.541,
  "total_charge": 1,
  "lumo_ha": -0.0869,
  "relative_energy_kcal_mol": 3.25,
  "smiles": "CCOc1ccc2ccccc2c1CNCC[NH+]1CCOCC1"
}

(3)
{
  "formula": "C19H27N3O2",
  "method": "ωB97M-V/def2-TZVPD",
  "species": ["C", "O", "N", "H", "H", "H", "H", "H", "H", "H", "N", "H", "C", "H", "C", "H", "H", "C", "C", "H", "C", "H", "H", "C", "C", "H", "H", "C", "C", "H", "H", "C", "H", "N", "H", "H", "H", "O", "H", "H", "C", "H", "C", "C", "C", "C", "H", "C", "C", "C", "H"],
  "xyz": [[0.0221, 1.2319, 0.6063], [0.9226, 2.0421, -1.4220], [1.5276, 0.3670, 2.2158], [-1.6611, -0.1276, 2.2276], [-0.8381, -1.1191, -0.3675], [-5.6198, -4.3282, 1.1254], [1.6734, -0.0622, 3.1189], [-0.4869, -0.3633, 3.5474], [6.2174, 0.0259, -3.1783], [-1.8452, 2.2481, 0.8613], [-3.6449, -1.8356, -0.0410], [-1.3413, -0.1365, -1.7588], [-4.4778, -3.0167, -0.1401], [3.3552, 1.9314, -1.5830], [-0.8349, 0.3203, 2.7759], [-3.7733, 0.9197, -1.1951], [6.0000, 0.3526, 1.3999], [0.2606, 0.6580, 1.8180], [3.9164, 0.3176, 1.8743], [-1.3104, 2.0354, -0.8266], [-4.4175, -0.6271, 0.2028], [4.5235, 0.4999, -3.0342], [-5.9177, -2.6188, 1.4340], [-2.7710, -1.6564, -1.1818], [4.9983, 0.5843, 1.0743], [-3.3335, -1.3395, -2.0790], [-3.9279, 1.4547, 0.4863], [3.5595, 1.4775, -0.6262], [4.8345, 1.1699, -0.1924], [6.9462, 2.2650, -2.3882], [-1.2030, 1.2273, 3.2552], [-1.6940, -0.6233, -0.8341], [-4.4103, -3.3610, 1.9803], [-2.2070, 0.3515, 0.1159], [5.5648, 1.3017, -4.2170], [-5.2492, -2.9088, -0.9273], [-2.2928, -2.6098, -1.4161], [5.9891, 1.3971, -0.8756], [-3.8284, -3.8504, -0.4213], [-5.3546, -0.6212, -0.3837], [2.6249, 0.6273, 1.4362], [5.2524, 2.7794, -2.2316], [-1.3805, 1.5473, 0.1595], [5.9283, 1.9170, -2.1899], [1.1018, 1.5429, -0.3134], [2.4487, 1.2119, 0.1780], [4.0565, -0.1329, 2.8468], [-3.6020, 0.6244, -0.1445], [5.5293, 0.8666, -3.2221], [-5.1519, -3.3487, 1.1865], [-4.6781, -0.6087, 1.2642]],
  "nbo_charge": [-0.216, -0.629, -0.525, 0.280, 0.198, 0.211, 0.403, 0.207, 0.213, 0.197, -0.440, 0.182, -0.201, 0.244, -0.676, 0.162, 0.226, 0.292, -0.220, 0.214, -0.220, 0.217, 0.202, -0.226, -0.219, 0.159, 0.206, -0.274, 0.290, 0.192, 0.230, -0.223, 0.211, -0.450, 0.216, 0.155, 0.207, -0.496, 0.192, 0.166, 0.139, 0.175, -0.238, -0.063, 0.493, -0.087, 0.208, -0.225, -0.638, -0.614, 0.195],
  "gap_ev": 8.430,
  "total_charge": 0,
  "lumo_ha": 0.0252,
  "relative_energy_kcal_mol": 50.70,
  "smiles": "CCOc1ccc2[nH]c(C)c(CN3CCN(CC)CC3)c(=O)c2c1"
}

(4)
{
  "formula": "C19H27N3O4S",
  "method": "ωB97M-V/def2-TZVPD",
  "species": ["H", "H", "H", "H", "H", "O", "C", "C", "N", "C", "C", "O", "C", "C", "H", "H", "H", "H", "H", "C", "C", "O", "N", "N", "H", "H", "H", "H", "H", "C", "H", "H", "H", "H", "O", "C", "C", "H", "H", "C", "C", "H", "H", "C", "C", "S", "C", "H", "H", "C", "C", "H", "H", "C"],
  "xyz": [[2.4640, 2.3362, 0.6415], [-0.0548, 3.4341, -1.4980], [-1.2415, -3.6182, 0.0209], [0.0559, -1.0996, -0.0107], [0.6549, 1.8405, -1.8476], [-4.3611, 1.3962, -1.7198], [-4.0509, -1.8654, 1.0618], [-4.4080, -1.0628, 2.3108], [-1.0896, 1.7499, -0.7450], [-2.4304, 2.3122, -0.5881], [-0.2793, 2.3926, -1.7551], [-1.1359, 0.8286, 1.5797], [1.1674, 0.6833, 0.3313], [-2.3961, -2.3867, -1.3296], [-0.8085, 2.3561, -2.7058], [4.4453, -2.4437, -0.9405], [5.7583, -0.0995, 1.6131], [-2.9260, -4.1082, -0.1630], [6.9620, 0.5135, 0.4747], [3.4214, -0.7935, -0.2424], [-2.6403, -2.4503, 1.1760], [6.7781, -1.8682, -0.4933], [4.5601, -1.5247, -0.5315], [-3.3398, 0.1586, -0.1179], [-4.4235, -1.7123, 3.1832], [-3.6772, -0.2769, 2.4858], [-2.5963, -3.1044, 2.0499], [2.0800, -2.4385, -0.5463], [-3.9056, -1.2062, -2.3305], [-2.2638, -3.2432, -0.0734], [-2.5577, 2.6646, 0.4407], [4.9559, 2.0562, 0.6955], [-4.7614, -2.6944, 0.9639], [-1.9222, -1.6441, 1.3415], [0.1019, 2.9216, 1.2275], [2.4093, 1.2922, 0.3753], [5.9433, 0.1367, 0.5608], [-2.5891, 0.1645, 0.5610], [-5.3895, -0.6066, 2.2034], [-3.4941, 1.2419, -0.8832], [3.5487, 0.5638, 0.0856], [-4.5230, -2.6668, -1.5488], [-2.5774, 3.1563, -1.2642], [2.1644, -1.3937, -0.2883], [-4.1816, -1.0165, -0.2092], [-0.2895, 1.6317, 0.7358], [-3.8145, -1.8422, -1.4494], [-5.2165, -0.6670, -0.3205], [-1.6986, -1.5468, -1.2886], [5.8414, -1.1624, -0.2080], [1.0351, -0.6523, 0.0032], [5.1712, 1.4600, -0.9518], [-2.1515, -2.9814, -2.2125], [4.9240, 1.1621, 0.0728]],
  "nbo_charge": [0.245, 0.195, 0.199, 0.241, 0.215, -0.629, -0.218, -0.604, -0.661, -0.327, -0.426, -0.962, -0.369, -0.403, 0.222, 0.416, 0.234, 0.197, 0.246, 0.173, -0.407, -0.576, -0.611, -0.654, 0.209, 0.211, 0.212, 0.221, 0.227, -0.397, 0.229, 0.229, 0.205, 0.200, -0.937, -0.179, -0.500, 0.435, 0.210, 0.675, 0.022, 0.200, 0.230, -0.246, -0.043, 2.316, -0.405, 0.217, 0.193, 0.689, -0.152, 0.221, 0.210, -0.435],
  "gap_ev": 9.491,
  "total_charge": 0,
  "lumo_ha": 0.0082,
  "relative_energy_kcal_mol": 7.41,
  "smiles": "C[C@@H]1CCCC[C@@H]1NC(=O)CN(C)S(=O)(=O)c1ccc2c(c1)CCC(=O)N2"
}